ORCA calculation (wB97M-V/def2-TZVPD) on a cluster of 4 separate species, C12H35O15P3S in total in a non-equilibrium geometry.

```
! wB97M-V def2-TZVPD RIJCOSX def2/J DEFGRID3
* xyz 0 1
S 2.73293 0.66658 -2.67264
P 0.39053 -0.00168 3.93270
P 2.28817 -3.90811 -4.93962
P -3.65000 4.02466 3.46597
O 0.69356 1.58827 4.16788
O 1.74351 -2.55095 -4.97719
O -4.98186 3.38273 3.99337
O -3.15271 2.98543 2.36963
O 1.63850 -0.54628 3.10247
O 1.95966 -4.96382 -6.14802
O -2.65933 3.79518 4.73508
O 0.76406 -0.52005 5.37386
O 1.37768 1.40179 -2.17426
O 3.90038 -3.98645 -4.94718
O -0.98413 -0.31003 3.46482
O 3.84647 1.52077 -2.36998
O 2.69542 -0.69542 -2.19716
O 1.93828 -4.73109 -3.59441
O -3.69708 5.43028 3.05609
C 0.34736 2.49876 3.13361
C -6.24204 3.56904 3.33544
C 2.25364 -6.11444 -3.45438
C -2.56942 2.47221 5.30551
C -0.91823 1.37931 -1.34004
C -3.51003 3.15986 1.00049
C 0.21090 0.55818 -1.88910
C 1.62943 -0.34004 1.69333
C 0.16379 -0.03954 6.59399
C 4.67460 -3.02079 -4.24463
C 2.44686 0.55455 -4.42427
C 0.54512 -5.00744 -6.40410
H 3.11708 -6.25398 -2.80381
H 2.30260 0.45764 1.36712
H 5.60052 -3.45720 -3.87714
H 0.95383 -0.12457 7.33416
H -0.26146 -4.54378 -5.83783
H -0.57580 -0.80904 6.82548
H -1.60456 1.86986 -2.02676
H -0.32968 0.91999 6.48354
H -1.49914 0.74951 -0.66087
H 4.06405 -2.59683 -3.44560
H -0.21963 2.01611 2.33168
H 0.18468 -6.04571 -6.38752
H 0.66500 -0.10110 -1.14652
H -2.83179 2.57621 6.35686
H -4.01631 2.28416 0.59735
H -4.17692 4.00018 0.79437
H 2.02932 -1.20856 1.17174
H -0.26832 3.32291 3.49185
H -0.55633 2.14215 -0.64601
H -1.52771 2.17483 5.20224
H -6.19974 3.18918 2.31707
H 4.94527 -2.24006 -4.96032
H -7.07243 3.31296 3.98424
H 2.97793 -0.32056 -4.78103
H 0.50445 -4.81923 -7.47892
H -6.38070 4.64916 3.20421
H 2.83588 1.48668 -4.83223
H 0.66006 -0.07865 1.26775
H -3.18184 1.72411 4.80634
H 0.02753 -0.08310 -2.75348
H 1.43292 -6.67951 -3.01672
H 1.27112 2.86427 2.68009
H -2.61493 3.38118 0.42040
H 2.50468 -6.55793 -4.41792
H 1.36432 0.54724 -4.51105
*
```

Computed properties:
relative energy (zero: lowest compared OMol25 entry of this formula, charge and spin)	0.0	kJ/mol
LUMO energy	0.0212	hartree
maximum force	0.0643	hartree/bohr
SMILES string	CCOS(C)(=O)=O.COP(=O)(OC)OC.COP(=O)(OC)OC.COP(=O)(OC)OC
E	-3029.28476	Eh
frontier orbital gap	11.13	eV

***

ORCA calculation (wB97M-V/def2-TZVPD) on a cluster of 5 separate species, C12H36BN2O10S2 in total in a non-equilibrium geometry.

```
! wB97M-V def2-TZVPD RIJCOSX def2/J DEFGRID3
* xyz -1 1
S 0.03737 0.36917 2.39824
S 2.44076 0.39400 0.76844
O -4.80822 -2.48181 4.99315
O 2.12118 1.83079 0.19768
O -0.21476 1.40909 3.55806
O -0.13978 4.09527 -1.90677
O -0.16881 -2.21745 3.69937
O 2.47347 5.18367 -4.11402
O -2.37612 -1.29887 2.58145
O -0.60247 0.79382 1.05513
O 3.38711 -5.29704 -1.58217
O 4.00935 0.39104 0.94925
N 1.76217 0.10456 2.35064
N 2.10213 -0.89107 -0.38088
C 2.93928 -2.12578 -0.13040
C -0.55822 4.28743 0.45290
C -2.92521 -1.38319 0.07884
C -5.42062 -0.34624 4.07426
C 1.52766 5.84439 -4.94189
C 2.60859 -2.90268 1.28476
C -2.37720 -2.22310 1.39913
C 1.16281 7.18629 -4.34147
C -5.75417 -1.42649 5.08228
C 3.19769 -5.78597 -3.92847
C -1.11976 3.89659 -0.89848
C 3.21447 -4.70924 -2.86326
B -0.92464 -1.19305 2.95024
H 0.62639 3.53883 -1.68457
H -3.93070 -2.10526 5.17810
H -3.97630 -1.84345 -0.24775
H 2.69181 -2.91038 -0.99563
H -5.42209 -0.75433 3.05827
H 2.26970 -4.15771 -2.86143
H 3.35345 -2.51444 2.12974
H -1.99110 4.51110 -1.14330
H 0.43763 7.71056 -4.97023
H -0.50256 -3.09267 3.34193
H 2.41860 -0.54616 -1.33488
H 4.02861 -3.99876 -3.03618
H -6.14336 0.47287 4.12704
H 0.73601 7.05995 -3.34114
H 1.47664 -2.70806 1.57254
H 0.64416 5.20674 -5.04370
H -1.26769 -2.55495 1.16131
H -0.24331 5.33605 0.45003
H 4.10051 -1.95670 -0.18526
H 2.73736 -4.06706 1.12816
H -5.74193 -1.02917 6.10185
H 4.13315 -6.35485 -3.91905
H -2.12323 -1.47429 -0.80014
H 1.97383 5.97651 -5.93197
H -3.04575 -3.16010 1.66205
H 3.06079 -5.34954 -4.92188
H -3.06814 -0.23340 0.35861
H -1.30308 4.14438 1.24080
H -1.42491 2.84572 -0.90764
H -6.74738 -1.84059 4.88520
H 0.32735 3.68963 0.69204
H 2.05356 7.81327 -4.23080
H 2.06444 5.06361 -3.23978
H -4.41826 0.05571 4.25455
H 4.23282 -5.77734 -1.59162
H 2.38894 -6.49986 -3.74125
*
```

Computed properties:
LUMO energy	0.0854	hartree
maximum force	0.1362	hartree/bohr
E	-2161.84770	Eh
frontier orbital gap	8.31	eV